1.
19
Properties=species:S:1:pos:R:3:forces:R:3 method="wB97M-V/def2-TZVPD" homo_energy_ev="-7.27 / -7.86" molar_mass_g_mol=118.2 fmax_ev_per_a=3.00 energy_ev=-11158.9440 homo_lumo_gap_ha="0.2838 / 0.3144" total_charge=0 lumo_energy_ev="0.452 / 0.697"
C -0.932409 1.784231 -1.587584 1.5 -1.5 0.7
C -1.672482 1.159522 -0.702721 -0.2 0.6 -1.2
C -0.234119 -2.221949 0.456546 -0.1 0.6 0.2
C 1.592486 -0.758799 1.743755 -0.6 -1.3 -1.0
C -3.237659 -0.486998 -0.136678 -2.4 -1.7 0.4
C 0.688597 -0.956748 0.507569 -0.9 0.3 -0.6
O -2.341390 0.441625 0.068238 1.3 1.5 0.2
F 1.598516 -1.073430 -0.525880 0.5 -0.5 -1.5
H -1.159943 2.748806 -1.987437 -0.4 0.6 -0.1
H 0.095221 1.407817 -1.902164 -1.3 0.1 0.4
H -0.697287 -2.327941 -0.516693 0.2 0.2 -0.4
H -1.093068 -2.358960 1.135234 0.5 1.0 0.2
H 0.347141 -3.097027 0.628791 0.8 -0.8 0.0
H 1.490293 0.297548 2.015188 0.8 -0.5 0.4
H 2.635516 -1.223235 1.533971 -1.7 1.4 0.3
H 1.116379 -1.450221 2.420537 0.1 0.3 1.2
H -3.895373 -0.638402 0.729376 0.7 0.0 -0.2
H 0.091957 -0.057890 0.162632 0.6 -0.8 1.2
H -3.748209 -0.602276 -1.088747 0.6 0.4 -0.2

---

2.
22
Properties=species:S:1:pos:R:3:forces:R:3 method="wB97M-V/def2-TZVPD" homo_energy_ev=-3.94 molar_mass_g_mol=181.1 fmax_ev_per_a=4.56 smiles="CCP(=O)(CC)O/C([O-])=C/F" energy_ev=-24550.5477 homo_lumo_gap_ha=0.2848 total_charge=-1 lumo_energy_ev=3.806
C -0.059669 2.259039 -1.166401 -0.8 0.2 -1.7
C 0.355757 0.827456 -1.063859 -2.0 -2.4 2.8
P 0.541938 0.499735 0.773439 3.1 0.4 -0.1
O 1.256078 1.561540 1.563379 -0.2 -0.2 -0.7
C 1.393918 -1.113517 1.132160 -0.1 1.3 -0.8
C 1.881736 -1.972119 -0.031936 -1.5 -1.0 -0.1
O -0.895895 0.336522 1.289116 -2.4 -0.9 -0.4
C -1.827444 -0.536071 0.324873 1.6 0.3 1.0
O -1.248420 -1.430084 -0.275526 -0.4 -0.8 -0.1
C -2.992294 0.073466 0.388935 -4.1 1.5 1.3
F -4.154957 -0.457894 -0.249745 1.1 -0.1 0.0
H -1.094457 2.483131 -0.912341 -0.3 -0.5 -0.2
H 0.484775 2.805462 -0.410335 0.8 0.8 -0.5
H 0.095003 2.458052 -2.276110 -0.1 0.9 1.5
H 1.206867 0.675301 -1.671030 1.1 -0.6 -0.3
H -0.423201 -0.032151 -1.158634 1.3 1.8 -1.2
H 2.215107 -0.811008 1.784599 0.1 -0.1 -0.1
H 0.656960 -1.601592 1.748790 -0.2 -0.6 0.1
H 1.933861 -2.978764 0.364987 0.1 -0.5 -0.1
H 1.231128 -2.046890 -0.930922 0.0 0.3 0.9
H 2.846261 -1.770977 -0.412005 1.2 0.7 -0.1
H -3.403046 0.771360 1.188571 1.4 -0.9 -1.3

---

3.
21
Properties=species:S:1:pos:R:3:forces:R:3 method="wB97M-V/def2-TZVPD" homo_energy_ev=-8.62 molar_mass_g_mol=198.4 fmax_ev_per_a=6.62 energy_ev=-41619.9111 homo_lumo_gap_ha=0.3336 total_charge=0 lumo_energy_ev=0.456
C -1.265833 1.163453 -0.702995 -0.9 1.0 0.6
C -2.310338 0.534686 0.243678 1.1 -0.4 -0.2
C -2.205094 -0.953212 0.552709 0.0 0.4 -1.9
C 2.057916 0.089841 -0.204747 0.6 -2.5 -1.5
C 1.727284 -1.174609 -1.061519 0.6 0.8 -2.0
C 1.717974 -0.577291 1.111606 0.1 -0.1 1.1
H -0.370586 3.162315 0.638316 0.4 -2.6 -0.7
H -1.588028 2.025208 -1.331293 -0.2 -0.8 0.5
H -0.892484 0.402564 -1.337743 0.5 -0.7 -0.8
H -2.474160 1.209368 1.083547 -0.4 -0.4 0.0
H -2.308851 -1.313232 1.525026 -0.5 -0.2 1.7
H -1.550380 -1.637427 -0.006404 -0.8 1.1 0.1
H 1.370537 0.893095 -0.402460 1.4 -0.8 -1.1
H 1.208031 -1.064489 -2.067666 0.8 0.2 1.2
H 2.658511 -1.748274 -1.226201 -0.5 -0.1 0.3
H 1.281227 -0.008098 1.949549 0.0 0.0 -0.7
H 2.543321 -1.134070 1.528961 0.4 -0.3 -0.1
F 3.337376 0.535157 -0.415141 0.3 0.3 0.4
S 0.139852 1.781943 0.283532 -3.4 5.3 1.8
S -3.684153 -0.477375 -0.352192 -0.3 0.5 0.0
S 0.607878 -1.709558 0.191432 0.8 -0.7 1.1

---

4.
19
Properties=species:S:1:pos:R:3:forces:R:3 method="wB97M-V/def2-TZVPD" homo_energy_ev=-13.63 molar_mass_g_mol=224.1 fmax_ev_per_a=5.46 smiles="[NH2+]=C1CCCC[C@H]1I" energy_ev=-15982.7864 homo_lumo_gap_ha=0.3095 total_charge=+1 lumo_energy_ev=-5.212
N 1.386746 -0.986681 -1.669823 3.9 -1.1 -0.2
C 0.813724 -0.147949 -0.879344 -1.4 0.4 1.2
C 1.137213 -0.179150 0.610804 2.3 2.7 -0.6
C 0.013770 -0.906393 1.215025 -2.7 -2.3 1.0
C -1.277178 0.053818 1.287153 3.4 -1.3 1.8
C -1.132324 1.046380 0.132738 -4.4 3.2 0.1
C -0.443859 0.648402 -1.196030 0.5 0.0 0.7
I 0.116556 2.287853 -2.593067 0.0 -0.5 1.0
H 1.032268 -1.291823 -2.543894 -0.9 0.4 -1.1
H 2.444957 -1.366349 -1.622074 -3.2 1.1 0.9
H 1.141185 0.841358 1.121875 0.3 -1.0 -1.1
H 2.146470 -0.601829 0.693726 -0.4 -0.2 0.5
H 0.167623 -1.205132 2.284615 0.5 0.1 -1.1
H -0.129019 -1.840072 0.632478 -0.3 0.3 0.4
H -2.189056 -0.451101 1.650337 0.1 0.1 -1.4
H -0.930516 0.468927 2.272194 -0.8 0.9 -1.0
H -2.232969 1.378073 -0.140670 1.9 -0.9 0.0
H -0.900893 2.049258 0.608133 0.9 -1.1 -1.0
H -1.164700 0.202408 -1.864176 0.1 -0.8 0.0

---

5.
19
Properties=species:S:1:pos:R:3:forces:R:3 method="wB97M-V/def2-TZVPD" homo_energy_ev="-10.16 / -14.48" molar_mass_g_mol=224.1 fmax_ev_per_a=4.18 energy_ev=-15978.9143 s_squared=2.00 homo_lumo_gap_ha="0.2687 / 0.2462" total_charge=+1 multiplicity=3 lumo_energy_ev="-2.850 / -7.786"
C 1.387716 0.402307 0.806729 -1.9 -1.2 1.0
C 0.900752 1.231733 -0.342230 1.5 0.4 -1.9
C 0.859020 -1.071217 0.871802 2.2 -0.4 -2.0
C -0.620511 1.369631 -0.287134 0.4 -0.3 0.9
C -0.527723 -1.261293 0.225906 0.6 2.3 -0.2
C -1.262831 -0.016917 -0.150220 4.0 -0.5 -1.1
N -0.898878 -1.171304 -1.236772 -0.1 1.4 2.3
I -3.425817 0.018020 0.052628 -4.1 0.1 0.6
H 2.450327 0.441155 0.819917 0.8 -0.2 0.3
H 0.988687 0.839025 1.716501 0.3 0.6 0.3
H 1.576632 2.142622 -0.165872 -1.7 -0.6 -1.0
H 1.196114 0.777115 -1.372016 -0.2 0.7 1.6
H 1.787944 -1.577843 0.354911 -2.4 -0.2 1.0
H 0.683363 -1.418167 1.903644 0.6 0.0 -0.5
H -0.805528 1.991205 0.623029 -0.5 -0.8 -0.4
H -1.147085 1.875544 -1.086878 0.4 0.3 -0.4
H -1.172571 -1.931536 0.715344 -0.5 -1.4 0.4
H -0.238895 -0.968675 -1.947346 0.9 0.1 -0.6
H -1.730720 -1.671396 -1.501944 -0.2 -0.4 -0.3

---

6.
22
Properties=species:S:1:pos:R:3:forces:R:3 method="wB97M-V/def2-TZVPD" homo_energy_ev=-16.90 molar_mass_g_mol=262.0 fmax_ev_per_a=5.54 energy_ev=-19740.6641 homo_lumo_gap_ha=0.1044 total_charge=+2 lumo_energy_ev=-14.063
In 1.852127 -1.386393 -2.842846 -0.5 -0.1 0.6
C 1.586255 3.284550 -3.811771 0.2 -0.6 -0.3
C 0.556301 2.541055 -2.971990 0.5 -3.5 -4.2
O 0.459087 1.165853 -3.213473 0.1 4.3 1.3
H 1.353543 3.012218 -4.841237 0.0 -0.4 -0.3
H 2.592305 2.912723 -3.617594 0.2 0.4 -0.1
H 1.484769 4.369808 -3.806636 0.1 0.0 0.8
H -0.432338 2.996101 -3.032119 -1.3 -0.2 0.9
H 0.854541 2.801860 -1.956541 0.1 0.1 1.8
C -0.233839 -1.090649 3.702531 0.4 -0.9 1.4
C -0.469651 -2.077862 2.562060 0.4 1.8 1.2
C -1.939242 -2.175590 2.106422 1.6 -0.6 2.0
O -1.827125 -1.815292 0.767497 -1.4 -0.1 -2.7
C -0.604165 -1.507085 0.392365 -0.5 0.0 1.0
O -0.245338 -1.255342 -0.745249 0.3 0.2 -0.6
O 0.166335 -1.463467 1.442912 1.7 -0.1 -1.2
H -0.176607 -0.020998 3.500808 -0.7 -0.2 -0.7
H 0.713525 -1.268223 4.211524 0.1 -0.3 -0.1
H -0.983232 -1.305152 4.464429 -0.1 0.3 0.1
H 0.048972 -3.021849 2.729464 -0.3 -0.1 0.1
H -2.548277 -1.478303 2.681714 -0.2 -0.1 -0.4
H -2.207947 -3.217964 2.277730 -0.8 0.2 -0.6

---

7.
18
Properties=species:S:1:pos:R:3:forces:R:3 method="wB97M-V/def2-TZVPD" homo_energy_ev="-1.86 / -1.38" molar_mass_g_mol=97.2 fmax_ev_per_a=2.45 energy_ev=-7883.1859 s_squared=0.83 homo_lumo_gap_ha="0.2316 / 0.2050" total_charge=-1 multiplicity=2 lumo_energy_ev="4.443 / 4.196"
C -0.475406 -1.088930 1.387750 1.6 -1.5 -1.0
C -0.998338 0.042896 0.554707 -1.3 1.4 0.4
C -0.403353 0.141388 -0.847456 0.7 -0.1 -0.2
C 1.003504 -0.408432 -1.025960 -0.1 1.0 -0.3
C 0.843286 1.022343 -0.910408 0.2 -0.7 1.5
C 0.885617 2.434026 -0.904109 0.8 -0.6 -0.2
N -0.460588 -2.413959 0.727197 -0.9 -0.7 0.4
H 0.636624 -0.950952 1.437518 -0.9 0.5 0.8
H -0.971167 -1.211889 2.359802 0.3 0.4 -0.1
H -2.107410 0.120856 0.540750 0.2 -0.7 -0.3
H -0.804151 0.969089 1.161720 0.4 -0.4 -0.6
H -1.074019 0.266336 -1.702205 -0.2 0.1 0.2
H 1.382475 -0.827406 -1.954659 0.0 0.1 -0.1
H 1.708682 1.093286 0.615748 -0.6 0.1 -0.1
H 1.530658 2.888305 -0.168082 0.5 0.5 -0.9
H 0.248030 3.030789 -1.547204 -0.7 -0.1 0.5
H 0.336485 -2.510948 0.114520 0.1 0.5 -0.1
H -1.280930 -2.596796 0.160372 -0.1 0.2 0.1

---

8.
18
Properties=species:S:1:pos:R:3:forces:R:3 method="wB97M-V/def2-TZVPD" homo_energy_ev=-8.69 molar_mass_g_mol=97.2 fmax_ev_per_a=8.04 energy_ev=-7884.8091 homo_lumo_gap_ha=0.3601 total_charge=0 lumo_energy_ev=1.104
C -1.907973 -0.184140 0.062471 -0.4 -2.0 0.7
C -1.216701 1.160438 0.213816 0.2 3.2 -1.5
C 0.181173 0.715707 -0.355506 0.2 0.7 0.4
C 1.750616 0.792935 -0.067696 2.3 3.0 -1.8
C 1.787621 -0.708774 0.051716 1.2 -1.5 2.4
C 0.323896 -0.545920 0.435651 -1.0 -2.4 -4.3
H -2.684605 -0.051236 -0.711369 0.3 -0.7 0.3
H -2.374477 -0.758570 0.983174 0.7 2.0 -1.5
H -1.809317 1.845701 -0.623223 1.7 -0.9 2.8
H -1.097299 1.619978 1.274714 -0.6 -0.7 -2.0
H -0.060135 0.282198 -1.451371 1.4 1.8 2.2
H 2.277687 1.166821 0.868642 -1.4 0.6 -1.2
H 2.260923 1.215927 -1.039621 -0.4 -0.6 2.2
H 2.446033 -1.193666 0.995051 -1.4 1.2 -3.0
H 1.988227 -1.091927 -0.947828 -0.2 -0.8 0.4
H 0.174350 -0.393186 1.451795 -0.4 0.0 2.0
H -1.401329 -2.104033 -0.039298 3.3 2.5 -1.0
N -0.747407 -1.131355 -0.400483 -5.4 -5.3 2.9

---

9.
18
Properties=species:S:1:pos:R:3:forces:R:3 method="wB97M-V/def2-TZVPD" homo_energy_ev=-8.15 molar_mass_g_mol=97.2 fmax_ev_per_a=1.93 energy_ev=-7888.6044 homo_lumo_gap_ha=0.3328 total_charge=0 lumo_energy_ev=0.909
C 2.297563 0.617302 -0.094952 -0.1 -0.1 0.1
C 1.174065 -0.436753 -0.145397 -0.3 -0.2 0.1
C -0.103664 0.056793 -0.810930 -0.2 -0.1 -0.2
C -1.134815 0.178242 0.338393 -0.1 -0.1 -0.1
C -2.574359 -0.042280 -0.078806 -0.1 0.0 -0.1
C -0.677595 -0.732252 1.464117 0.9 0.5 -0.1
N 0.574263 -0.977874 1.143794 0.8 1.6 -0.8
H 3.168528 0.318422 0.502302 -0.3 0.0 0.0
H 2.667966 0.741000 -1.123873 -0.2 0.0 0.3
H 1.954593 1.603025 0.239380 0.0 -0.2 0.1
H 1.612795 -1.321862 -0.618607 -0.2 0.1 -0.2
H 1.307866 -1.151952 1.787290 0.1 -1.1 1.1
H 0.028948 0.999105 -1.350138 0.0 -0.1 0.0
H -0.448202 -0.697168 -1.520982 -0.1 0.1 -0.1
H -1.052008 1.179186 0.807463 0.0 -0.3 -0.1
H -2.888833 0.682538 -0.836217 0.0 -0.1 0.1
H -2.672869 -1.051070 -0.492684 -0.1 0.1 0.0
H -3.234242 0.035597 0.789847 0.1 0.0 -0.2

---

10.
18
Properties=species:S:1:pos:R:3:forces:R:3 method="wB97M-V/def2-TZVPD" homo_energy_ev=-9.26 molar_mass_g_mol=97.2 fmax_ev_per_a=1.14 smiles="[H]/N=C/[C@H](C)CC=C" energy_ev=-7888.3258 homo_lumo_gap_ha=0.3805 total_charge=0 lumo_energy_ev=1.099
H -1.385396 1.843888 0.508647 0.4 0.8 0.6
N -0.354044 1.774375 0.562116 0.0 -0.3 0.0
C -0.142092 0.630727 1.065926 -0.1 0.0 -0.2
C 0.938682 -0.315111 0.649530 0.0 0.0 0.1
C 2.297243 0.250868 0.252298 -0.1 0.0 0.0
C 0.125674 -0.911789 -0.581637 -0.1 -0.1 -0.2
C -1.393135 -0.831065 -0.448108 -0.2 -0.1 -0.5
C -2.148990 0.148730 -0.950658 0.0 -0.6 -0.3
H -0.974671 0.022468 1.441600 0.1 0.4 0.6
H 1.067096 -1.094572 1.411563 -0.1 0.1 -0.1
H 2.936202 -0.526876 -0.184640 -0.2 0.1 0.0
H 2.181816 1.061769 -0.472454 0.0 -0.1 0.1
H 2.823922 0.657280 1.123283 -0.1 -0.1 -0.1
H 0.423582 -1.949704 -0.756493 0.0 0.1 0.0
H 0.414449 -0.314322 -1.452692 0.0 -0.1 0.1
H -1.872614 -1.594599 0.165698 0.1 0.1 -0.1
H -1.723032 0.923327 -1.586662 0.0 -0.1 0.2
H -3.214688 0.224600 -0.747317 0.1 -0.2 -0.1